[1]
Below is a structure of composition C2H6N2O3, with properties calculated with ωB97M-V/def2-TZVPD.

XYZ file:
```
13
Properties=species:S:1:pos:R:3:mulliken_charge:R:1
C 0.00 -0.34 -0.79 -0.69
C -1.01 0.80 0.46 -0.25
N 0.93 -0.98 0.03 -0.48
N -1.76 1.54 -0.53 0.99
O -2.76 1.09 -1.02 -0.58
O -1.32 2.66 -0.79 -0.60
O -0.07 1.54 1.14 -0.48
H -0.90 -0.97 -1.17 0.33
H 0.33 0.47 -1.28 0.50
H -1.54 0.01 1.12 0.39
H 1.76 -0.53 0.27 0.27
H 0.58 -1.34 0.96 0.26
H 0.52 2.12 0.64 0.34
```

## Properties
**Molar mass**: 106.081 Da
**LUMO energy**: 0.221 eV
**HOMO energy**: -0.3268 hartree
**Charge**: 0

[2]
Below is a cluster of 3 separate species, C43H55ClN2O11P in total, with properties calculated with ωB97M-V/def2-TZVPD.

XYZ file:
```
113
Properties=species:S:1:pos:R:3:mulliken_charge:R:1
C -4.63 -1.83 1.42 -0.99
C -3.42 -1.87 0.66 -0.13
C -2.03 -1.67 1.47 -0.43
N -0.81 -1.29 0.62 1.54
C -1.39 -0.29 -0.38 -0.75
C 0.04 -0.51 1.61 -2.30
C 1.59 -0.88 1.81 1.76
C 2.29 0.35 2.59 0.04
C 1.34 1.39 3.33 -0.42
C 0.46 1.15 4.58 -0.07
C -0.44 2.27 5.22 -0.85
C -0.47 3.71 4.63 -0.48
C 0.39 3.98 3.35 0.52
C 0.47 5.41 2.61 -1.14
C 1.24 2.85 2.73 -0.31
C 1.68 -2.25 2.65 -0.05
C 2.77 -2.51 3.74 -0.58
C 4.17 -3.20 3.54 -0.03
C 5.20 -3.43 4.66 -0.83
C 4.91 -3.01 6.12 -0.60
C 3.52 -2.36 6.39 0.39
C 3.14 -1.95 7.89 -1.10
C 2.48 -2.11 5.23 -0.51
C 2.19 -1.04 0.27 2.05
C 2.11 0.40 -0.50 -0.16
C 3.52 1.07 -0.85 -0.12
O 3.22 2.13 -1.85 -0.55
P 3.94 -1.63 0.58 0.19
O 4.46 -3.09 -0.09 -0.51
O 5.02 -0.71 1.44 -0.65
C 1.37 -2.20 -0.57 -1.84
C 1.59 -2.26 -2.13 -1.06
Cl 3.29 -1.76 -2.75 -0.16
C 0.60 -1.53 -3.14 0.32
C 0.29 -2.52 -4.39 -1.26
C -0.13 -2.46 -0.02 -0.46
C -1.03 -3.37 -1.01 -0.82
N -0.32 -4.66 -1.39 -0.51
H -5.37 -2.69 1.21 0.25
H -4.88 -1.08 2.23 0.29
H -3.50 -2.07 -0.46 0.27
H -2.37 -0.79 2.15 0.59
H -1.81 -2.54 2.18 0.32
H -1.88 -0.78 -1.28 0.46
H -0.57 0.39 -0.82 -0.23
H -2.08 0.46 0.16 0.43
H -0.36 -0.57 2.69 0.51
H -0.13 0.59 1.30 0.02
H 3.05 0.04 3.40 0.48
H 2.96 1.00 1.91 0.02
H 0.43 0.12 5.06 0.26
H -1.09 2.04 6.13 0.32
H -1.09 4.57 5.05 0.37
H 0.81 6.22 3.35 0.32
H -0.55 5.67 2.15 0.29
H 1.22 5.41 1.75 0.31
H 1.88 3.06 1.79 0.05
H 0.64 -2.41 3.16 0.54
H 1.76 -3.17 1.94 0.22
H 4.47 -3.56 2.48 0.39
H 6.22 -3.92 4.44 0.30
H 5.62 -3.14 6.99 0.33
H 2.48 -1.02 7.91 0.29
H 2.63 -2.80 8.47 0.26
H 4.12 -1.67 8.41 0.34
H 1.50 -1.64 5.57 0.20
H 1.56 1.20 0.14 0.08
H 1.51 0.37 -1.47 -0.44
H 4.28 0.41 -1.36 0.23
H 3.93 1.67 0.05 0.21
H 2.29 2.41 -1.66 0.27
H 5.42 -3.10 -0.33 0.36
H 4.96 0.27 1.36 0.38
H 1.92 -3.16 -0.19 1.05
H 1.59 -3.37 -2.44 1.01
H -0.40 -1.16 -2.74 -0.08
H 1.13 -0.61 -3.60 0.02
H 1.10 -3.32 -4.53 0.30
H -0.77 -2.97 -4.35 0.26
H 0.33 -1.87 -5.34 0.37
H -0.07 -3.22 0.86 0.49
H -1.96 -3.81 -0.46 0.48
H -1.45 -2.81 -1.91 0.10
H 0.31 -4.92 -0.61 0.23
H -1.02 -5.39 -1.57 0.34
C -1.00 3.24 -3.48 -0.91
C -1.61 4.02 -4.38 0.22
C -0.96 4.35 -5.68 0.95
O -1.55 5.05 -6.49 -0.60
C 0.38 3.81 -5.94 -0.87
C 0.98 3.03 -5.04 0.46
C 0.32 2.68 -3.75 0.52
O 0.90 1.96 -2.96 -0.16
O 2.23 2.52 -5.26 -0.65
O -2.84 4.55 -4.14 -0.56
H -1.46 3.00 -2.53 0.53
H 0.84 4.06 -6.89 0.47
H 2.44 2.00 -4.47 0.30
H -3.06 5.07 -4.94 0.32
C -7.27 0.46 -4.01 -0.93
C -7.02 0.88 -2.77 0.27
C -5.96 1.88 -2.48 0.91
O -5.77 2.25 -1.33 -0.64
C -5.16 2.39 -3.60 -0.67
C -5.41 1.97 -4.85 0.26
C -6.49 0.99 -5.14 0.75
O -6.69 0.64 -6.29 -0.60
O -4.68 2.43 -5.90 -0.49
O -7.73 0.40 -1.71 -0.57
H -8.04 -0.26 -4.23 0.43
H -4.39 3.10 -3.38 0.55
H -5.05 1.98 -6.69 0.35
H -7.37 0.86 -0.92 0.35
```

## Properties
**Molar mass**: 842.343 Da
**LUMO energy**: -3.732 eV
**HOMO energy**: -0.3072 hartree
**Charge**: +1

[3]
Below is a structure of composition C28H60BiBrN6O3SSi, with properties calculated with ωB97M-V/def2-TZVPD.

XYZ file:
```
101
Properties=species:S:1:pos:R:3:mulliken_charge:R:1
Bi -0.33 0.29 -0.12 2.01
C 2.26 -1.70 0.76 -0.58
C 3.16 -0.72 0.02 -0.95
N 2.39 0.23 -0.80 -0.18
C 2.73 1.65 -0.64 -1.21
C 2.46 2.15 0.76 -0.52
N 1.11 1.81 1.28 0.70
C 1.17 1.24 2.64 0.37
C 1.71 -0.19 2.63 -1.37
N 1.19 -1.00 1.51 -0.38
H 2.86 -2.32 1.43 0.45
H 1.77 -2.35 0.04 0.22
H 3.85 -1.31 -0.60 0.59
H 3.80 -0.17 0.72 0.26
H 2.46 -0.02 -1.77 0.31
H 2.12 2.20 -1.36 0.35
H 3.77 1.87 -0.88 0.48
H 2.61 3.23 0.79 0.46
H 3.20 1.73 1.45 0.42
H 0.56 2.66 1.35 -0.97
H 0.16 1.26 3.05 -0.76
H 1.80 1.86 3.28 0.66
H 1.47 -0.66 3.59 0.51
H 2.80 -0.18 2.56 0.30
H 0.54 -1.69 1.86 0.24
N -2.61 -0.41 -1.43 -0.41
C -3.64 0.53 -1.92 -0.11
C -3.25 1.18 -3.25 -0.93
C -2.44 2.48 -3.18 -0.84
C -1.07 2.39 -2.54 -0.41
N -1.11 2.43 -1.05 1.04
H -2.41 -1.10 -2.15 0.19
H -2.99 -0.92 -0.64 0.25
H -3.81 1.28 -1.15 -0.57
H -4.59 0.01 -2.05 0.72
H -4.16 1.39 -3.80 0.39
H -2.70 0.45 -3.86 0.32
H -3.03 3.25 -2.67 0.30
H -2.30 2.84 -4.20 0.47
H -0.43 3.20 -2.88 0.57
H -0.57 1.46 -2.85 0.02
H -2.06 2.51 -0.69 -0.48
H -0.65 3.26 -0.69 -0.08
C 0.67 -3.79 -4.44 -1.43
C 0.08 -3.73 -3.06 0.27
C -0.38 -4.87 -2.40 -0.39
C -0.90 -4.77 -1.12 -0.83
C -0.94 -3.51 -0.54 -0.01
Br -1.66 -3.28 1.19 -0.04
N -0.50 -2.41 -1.13 0.40
C -0.01 -2.53 -2.37 -0.28
H 0.45 -4.74 -4.92 0.40
H 1.75 -3.68 -4.41 0.32
H 0.27 -3.00 -5.07 0.37
H -0.34 -5.83 -2.88 0.44
H -1.28 -5.63 -0.59 0.49
H 0.33 -1.61 -2.84 0.42
C -2.16 0.69 5.43 -1.31
C -1.72 2.15 5.33 1.65
C -2.78 3.08 5.89 -1.54
C -0.39 2.37 6.02 -1.61
O -1.50 2.47 3.92 0.69
Si -2.41 2.28 2.60 -1.99
S -2.01 0.33 1.73 -0.41
O -3.96 2.33 2.99 1.05
C -5.29 2.20 2.43 1.65
C -5.58 0.73 2.20 -1.42
C -6.22 2.79 3.47 -1.79
C -5.34 2.99 1.13 -1.01
O -1.91 3.37 1.48 0.08
C -1.73 4.81 1.66 1.59
C -2.61 5.32 2.80 -1.40
C -2.13 5.47 0.35 -1.46
C -0.26 5.03 1.97 -1.38
H -2.35 0.43 6.47 0.62
H -1.39 0.02 5.04 0.20
H -3.09 0.53 4.87 0.06
H -2.95 2.85 6.94 0.56
H -3.72 2.99 5.35 0.11
H -2.44 4.12 5.83 0.35
H -0.47 2.13 7.08 0.44
H -0.08 3.41 5.93 0.33
H 0.38 1.73 5.58 0.25
H -5.53 0.18 3.14 0.30
H -4.87 0.29 1.50 0.13
H -6.59 0.62 1.79 0.50
H -6.16 2.23 4.40 0.32
H -7.25 2.75 3.12 0.43
H -5.97 3.83 3.67 0.34
H -4.55 2.66 0.45 -0.15
H -5.21 4.06 1.31 0.22
H -6.30 2.84 0.64 0.63
H -3.66 5.08 2.62 0.19
H -2.51 6.41 2.86 0.66
H -2.31 4.90 3.75 0.13
H -3.18 5.25 0.12 0.26
H -1.51 5.12 -0.47 0.32
H -2.02 6.55 0.42 0.50
H 0.04 4.43 2.83 0.13
H -0.06 6.07 2.20 0.59
H 0.37 4.76 1.11 0.17
```

## Properties
**Molar mass**: 877.864 Da
**LUMO energy**: -4.773 eV
**HOMO energy**: -0.5147 hartree
**Charge**: +2

[4]
Below is the molecule CH3NO2, with properties calculated with ωB97M-V/def2-TZVPD.

XYZ file:
```
7
Properties=species:S:1:pos:R:3:mulliken_spin:R:1
C 0.84 -0.39 0.09 0.64
N -0.62 -0.26 0.14 0.72
O 1.53 0.59 -0.07 0.48
O -1.22 0.96 -0.13 0.20
H 1.16 -1.42 0.24 -0.01
H -1.23 -1.05 0.00 -0.02
H -0.46 1.57 -0.27 -0.01
```

## Properties
**Molar mass**: 61.040 Da
**⟨S²⟩**: 2.01
**Multiplicity**: 3
**LUMO energy (spin up / spin down)**: 0.730 / -2.593 eV
**HOMO energy (spin up / spin down)**: -0.1746 / -0.3688 hartree
**Charge**: 0